(1)
Formula: C12H30F2Mn2N2O4
Source: OMol25
Level of theory: ωB97M-V/def2-TZVPD

Last column: Löwdin spin population.
Positions of all 52 atoms, in Å:
Mn: 0.478 -2.513 23.866  4.73
Mn: -1.078 -1.992 27.423  4.81
F: 0.426 -0.664 24.510  0.11
F: -0.519 -2.890 25.755  0.12
C: 4.956 -4.174 21.505  0.00
O: 4.074 -3.080 21.272  0.00
C: 4.121 -2.073 22.243  0.00
C: 2.864 -1.232 22.063  0.01
N: 1.664 -2.130 22.015  0.03
C: 0.585 -1.408 21.216  0.00
C: -0.665 -2.256 21.168  0.01
O: -1.077 -2.502 22.520  0.06
C: -2.482 -2.736 22.645  0.01
H: 4.804 -4.622 22.492  0.00
H: 6.001 -3.854 21.483  0.00
H: 4.746 -4.869 20.699  0.00
H: 5.002 -1.427 22.156  0.00
H: 4.139 -2.427 23.285  0.00
H: 2.962 -0.599 21.179  0.00
H: 2.788 -0.574 22.931  0.00
H: 2.072 -2.747 21.302  0.00
H: 1.025 -1.359 20.220  0.00
H: 0.407 -0.428 21.653  0.00
H: -0.518 -3.184 20.610  0.00
H: -1.407 -1.685 20.604  0.00
H: -3.103 -1.970 22.181  0.00
H: -2.655 -2.683 23.715  0.00
H: -2.790 -3.706 22.253  0.00
C: -6.600 -0.426 24.552  0.00
O: -5.296 -1.018 24.697  0.00
C: -5.158 -1.768 25.881  0.00
C: -3.651 -1.816 26.131  0.01
N: -3.240 -1.827 27.566  0.03
C: -3.629 -2.993 28.381  0.01
C: -2.987 -4.270 27.911  0.00
O: -1.590 -4.097 28.218  0.04
C: -1.020 -5.162 28.983  0.00
H: -7.256 -1.169 24.087  0.00
H: -6.442 0.428 23.905  0.00
H: -7.082 -0.202 25.505  0.00
H: -5.615 -2.748 25.696  0.00
H: -5.704 -1.314 26.720  0.00
H: -3.258 -0.916 25.656  0.00
H: -3.218 -2.703 25.672  0.00
H: -3.744 -1.024 27.939  0.01
H: -4.724 -3.087 28.297  0.00
H: -3.571 -2.880 29.464  0.00
H: -3.138 -4.463 26.847  0.00
H: -3.466 -5.099 28.430  0.00
H: -1.571 -5.337 29.913  0.00
H: -0.037 -4.883 29.356  0.00
H: -1.007 -6.093 28.420  0.00

Values from the calculation:
multiplicity: 11
charge: +2
E_LUMO (spin up / spin down): -7.259 / -7.463 eV
expectation value of S²: 30.007
electronic energy: -3386.8866 Ha
orbital gap (spin up / spin down): 7.4 / 7.2 eV



(2)
Formula: C4H9INO
Source: OMol25
Level of theory: ωB97M-V/def2-TZVPD

Last column: Mulliken charge in e.
Positions of all 16 atoms, in Å:
C: 0.079 -0.491 0.186  0.14
C: 0.826 2.032 0.384  -1.22
C: 1.195 0.799 -0.387  -0.30
C: -1.636 -0.802 -0.103  -0.10
N: -1.752 -2.066 -0.074  -0.15
O: 0.665 -1.675 -0.173  -0.59
I: -3.091 0.623 -0.393  0.35
H: 0.016 -0.437 1.359  0.28
H: 1.693 2.749 0.228  0.33
H: 0.754 2.111 1.500  0.35
H: -0.071 2.534 0.098  0.33
H: 2.156 0.405 -0.045  0.37
H: 1.304 0.891 -1.497  0.34
H: -0.864 -2.576 0.168  0.30
H: 1.315 -1.602 -0.914  0.34
H: -2.589 -2.496 -0.338  0.23

Values from the calculation:
ΔE to the lowest compared entry with this formula, charge and spin: 199.4 kJ/mol
charge: +1
E_LUMO: -4.476 eV
electronic energy: -585.1549 Ha
orbital gap: 9.9 eV
SMILES: CC[C@H](O)C(=[NH2+])I



(3)
Formula: C53H53ClF7NO2PS2
Source: OMol25
Level of theory: ωB97M-V/def2-TZVPD

Last column: Mulliken charge in e.
Positions of all 120 atoms, in Å:
C: 3.334 -2.617 -1.429  -0.61
C: 4.336 -1.663 -2.352  -0.48
N: 4.059 -0.227 -1.899  0.36
C: 4.965 0.287 -0.763  0.17
C: 4.844 1.814 -0.137  -0.54
C: 3.686 2.807 -0.738  -0.38
C: 2.735 2.189 -1.966  0.02
P: 1.398 3.396 -2.659  0.03
S: 2.014 5.279 -2.604  -0.33
C: 2.966 0.637 -2.539  0.41
C: 2.012 0.139 -3.776  -0.94
C: 0.898 -0.998 -3.384  -0.58
C: 0.234 -0.842 -1.894  -0.38
C: -0.961 0.315 -2.027  -0.55
S: -1.484 0.790 -0.290  0.97
O: -2.260 -0.453 0.289  -0.39
O: -0.223 1.119 0.574  -0.52
Cl: -2.854 2.415 -0.354  -0.19
H: 3.904 -3.495 -0.888  0.38
H: 2.485 -3.104 -2.074  0.15
H: 2.784 -1.953 -0.607  0.16
H: 5.442 -1.928 -2.000  0.35
H: 4.209 -1.828 -3.503  0.28
H: 5.807 -0.398 -0.269  0.20
H: 5.541 2.224 0.713  0.37
H: 3.536 3.926 -0.358  0.28
H: 0.987 3.102 -4.009  0.16
H: 0.245 3.337 -1.774  0.12
H: 1.466 1.002 -4.348  0.32
H: 2.742 -0.374 -4.569  0.39
H: 1.332 -2.080 -3.614  0.26
H: 0.001 -0.863 -4.161  0.43
H: -0.343 -1.862 -1.672  0.04
H: 0.991 -0.626 -1.028  0.41
H: -1.927 -0.149 -2.554  0.43
H: -0.618 1.207 -2.704  0.25
F: 0.765 -5.720 -0.143  -0.33
C: 0.657 -5.045 1.009  0.23
C: -0.085 -3.869 1.045  -0.21
C: -0.203 -3.168 2.245  -0.40
C: 0.432 -3.645 3.394  -0.55
C: 1.179 -4.823 3.347  -0.37
C: 1.287 -5.530 2.149  -0.47
H: -0.565 -3.510 0.140  0.44
H: -0.787 -2.252 2.285  0.44
H: 0.344 -3.095 4.329  0.39
H: 1.676 -5.190 4.241  0.39
H: 1.856 -6.452 2.097  0.43
F: 6.758 -0.458 1.641  -0.31
C: 7.993 0.026 1.833  0.53
C: 8.688 0.573 0.760  -0.22
C: 9.971 1.081 0.961  -0.59
C: 10.550 1.027 2.231  -0.61
C: 9.846 0.472 3.301  -0.53
C: 8.558 -0.027 3.102  -0.27
H: 8.226 0.599 -0.221  0.40
H: 10.520 1.518 0.130  0.47
H: 11.552 1.420 2.387  0.42
H: 10.300 0.427 4.288  0.41
H: 7.994 -0.454 3.924  0.25
F: 11.632 3.563 -0.453  -0.32
C: 11.639 4.553 0.451  0.26
C: 12.820 5.244 0.699  -0.44
C: 12.826 6.277 1.636  -0.38
C: 11.653 6.601 2.323  -0.43
C: 10.474 5.898 2.069  -0.43
C: 10.465 4.872 1.125  -0.17
H: 13.723 4.973 0.163  0.40
H: 13.742 6.829 1.832  0.36
H: 11.660 7.404 3.056  0.36
H: 9.564 6.149 2.608  0.35
H: 9.556 4.321 0.909  0.45
F: -6.668 -2.837 -0.703  -0.34
C: -6.661 -1.847 0.201  0.33
C: -5.480 -1.156 0.449  -0.46
C: -5.474 -0.123 1.386  -0.21
C: -6.647 0.201 2.073  -0.68
C: -7.826 -0.502 1.819  -0.41
C: -7.835 -1.528 0.875  -0.37
H: -4.577 -1.427 -0.087  0.47
H: -4.558 0.429 1.582  0.33
H: -6.640 1.004 2.806  0.38
H: -8.736 -0.251 2.358  0.42
H: -8.744 -2.079 0.659  0.54
F: -12.120 -0.564 -4.537  -0.22
C: -11.437 -0.095 -3.484  0.25
C: -10.381 -0.837 -2.968  -0.74
C: -9.666 -0.347 -1.875  -0.02
C: -10.024 0.876 -1.303  -0.48
C: -11.090 1.611 -1.825  -0.47
C: -11.796 1.126 -2.925  -0.31
H: -10.122 -1.789 -3.421  0.41
H: -8.834 -0.916 -1.469  0.31
H: -9.470 1.256 -0.448  0.41
H: -11.369 2.561 -1.375  0.37
H: -12.621 1.689 -3.349  0.42
F: -18.309 -2.447 -6.492  -0.31
C: -17.075 -1.963 -6.300  0.20
C: -16.380 -1.416 -7.373  -0.29
C: -15.097 -0.907 -7.172  -0.58
C: -14.518 -0.961 -5.902  -0.35
C: -15.222 -1.517 -4.832  -0.50
C: -16.509 -2.015 -5.031  -0.36
H: -16.842 -1.390 -8.354  0.40
H: -14.548 -0.470 -8.003  0.36
H: -13.515 -0.568 -5.746  0.74
H: -14.768 -1.561 -3.845  0.33
H: -17.074 -2.442 -4.209  0.40
F: 8.449 -0.006 6.299  -0.25
C: 7.279 -0.330 6.866  0.46
C: 6.489 -1.318 6.287  -0.34
C: 5.273 -1.659 6.880  -0.47
C: 4.855 -1.001 8.039  -0.47
C: 5.653 -0.007 8.609  -0.36
C: 6.874 0.326 8.023  -0.47
H: 6.826 -1.812 5.382  0.42
H: 4.652 -2.435 6.440  0.39
H: 3.905 -1.264 8.498  0.36
H: 5.324 0.507 9.509  0.36
H: 7.510 1.089 8.458  0.41

Values from the calculation:
charge: +1
E_LUMO: -4.922 eV
electronic energy: -4552.9240 Ha
orbital gap: 4.9 eV



(4)
Formula: C2H7OS2
Source: OMol25
Level of theory: ωB97M-V/def2-TZVPD

Last column: Löwdin spin population.
Positions of all 12 atoms, in Å:
C: -3.357 -0.428 1.857  0.00
O: -4.110 -1.078 2.528  0.00
H: -2.293 -0.704 1.760  0.00
H: 4.564 -3.638 -4.254  0.00
H: -3.622 0.604 1.576  0.00
C: 1.146 1.534 -0.383  0.03
S: -0.493 1.383 0.300  0.33
S: -0.482 1.552 2.268  0.62
H: 1.024 1.486 -1.470  0.00
H: 1.609 2.514 -0.260  0.01
H: 1.867 0.745 -0.167  0.01
H: 4.147 -3.972 -3.753  0.00

Values from the calculation:
multiplicity: 2
ΔE to the lowest compared entry with this formula, charge and spin: 15.2 kJ/mol
charge: 0
E_LUMO (spin up / spin down): 0.551 / -1.965 eV
expectation value of S²: 0.754
electronic energy: -951.9178 Ha
orbital gap (spin up / spin down): 9.5 / 7.5 eV



(5)
Formula: C25H41F5P2Ti
Source: OMol25
Level of theory: ωB97M-V/def2-TZVPD

Last column: Mulliken charge in e.
Positions of all 74 atoms, in Å:
Ti: 2.841 -0.399 0.598  -0.35
C: -0.903 -0.967 2.808  0.22
C: -0.544 -1.981 1.876  0.34
C: 1.347 -1.409 3.081  1.08
C: 0.235 -0.674 3.598  -0.14
C: 0.868 -2.226 2.009  0.59
C: -2.256 -0.397 2.991  -1.23
H: -2.812 -0.366 2.044  0.36
H: -2.190 0.631 3.376  0.41
H: -2.864 -0.973 3.708  0.33
C: 0.246 0.129 4.832  -1.90
H: -0.535 0.897 4.809  0.39
H: 1.219 0.613 4.974  0.45
H: 0.059 -0.499 5.719  0.35
C: 2.654 -1.582 3.747  -1.27
H: 2.697 -2.557 4.268  0.39
H: 2.807 -0.798 4.499  0.39
H: 3.512 -1.559 3.056  0.12
C: 1.629 -3.304 1.353  -0.88
H: 2.225 -3.852 2.101  0.38
H: 2.342 -2.956 0.581  -0.01
H: 0.943 -4.016 0.876  0.39
C: -1.476 -2.797 1.084  -1.29
H: -1.811 -3.685 1.648  0.33
H: -1.001 -3.165 0.166  0.41
H: -2.378 -2.236 0.807  0.57
C: -3.246 2.605 0.349  -0.49
C: -4.273 1.937 -0.201  -0.65
C: -4.288 0.977 -1.368  -0.80
C: -3.216 1.179 -2.452  -0.90
C: -1.986 0.301 -2.131  0.38
C: -1.880 0.056 -0.702  -0.16
C: -1.249 1.085 0.133  1.87
C: -1.806 2.521 -0.061  -0.56
H: -5.282 1.029 -1.833  0.53
H: -2.925 2.230 -2.552  0.23
H: -4.184 -0.041 -0.977  0.39
H: -1.613 2.870 -1.090  0.08
H: -3.445 3.282 1.195  0.41
H: -5.258 2.065 0.263  0.40
H: -1.241 3.186 0.611  0.58
H: -1.334 0.827 1.201  -0.29
H: -1.555 -0.933 -0.403  -1.21
H: -0.148 1.070 -0.049  -1.37
H: -3.619 0.881 -3.433  0.59
H: -2.094 -0.642 -2.683  1.01
P: -0.181 0.851 -2.816  0.90
C: -0.369 2.621 -3.272  -1.67
C: -0.369 0.137 -4.518  -1.46
P: 2.142 -0.658 -1.440  1.84
C: 1.603 0.710 -2.546  -1.59
C: 1.385 -2.179 -2.128  -1.33
C: 3.916 -0.693 -1.960  -1.39
H: 0.090 3.297 -2.541  0.45
H: -1.415 2.903 -3.401  0.33
H: 0.114 2.781 -4.246  0.53
H: 0.181 0.751 -5.249  0.52
H: -1.431 0.145 -4.795  0.40
H: -0.007 -0.899 -4.579  0.38
H: 3.950 -0.378 -3.011  0.54
H: 4.334 -1.701 -1.843  0.46
H: 4.496 0.043 -1.375  0.40
H: 1.997 1.646 -2.119  0.58
H: 2.108 0.571 -3.519  0.74
H: 1.773 -3.059 -1.602  0.54
H: 1.594 -2.290 -3.201  0.48
H: 0.295 -2.175 -1.986  0.24
F: 2.133 2.796 -0.281  -0.35
C: 2.183 1.896 0.765  0.03
F: 1.240 2.261 1.696  -0.22
C: 3.498 1.662 1.273  1.12
F: 3.686 1.790 2.630  -0.24
F: 4.307 -1.456 1.030  -0.47
F: 4.535 2.269 0.606  -0.24

Values from the calculation:
ΔE to the lowest compared entry with this formula, charge and spin: 0.0 kJ/mol
charge: +2
E_LUMO (spin up / spin down): -8.855 / -8.866 eV
electronic energy: -3007.8333 Ha
orbital gap (spin up / spin down): 3.3 / 3.4 eV



(6)
Formula: C30H40GeN2NdO10S
Source: OMol25
Level of theory: ωB97M-V/def2-TZVPD

Last column: Löwdin spin population.
Positions of all 85 atoms, in Å:
Nd: -1.015 -1.329 0.435  3.02
C: -1.296 -4.617 -0.123  0.00
O: -0.541 -3.570 -0.605  0.00
C: 0.804 -3.790 -0.788  0.00
C: 1.370 -5.014 -0.782  0.00
C: 2.751 -5.210 -1.018  0.00
C: 3.505 -4.125 -1.277  0.00
C: 2.970 -2.818 -1.265  0.00
C: 1.630 -2.650 -0.977  0.00
N: 0.956 -1.426 -1.040  0.00
N: 1.410 -0.561 -1.832  0.00
C: 0.739 0.658 -1.949  0.00
C: 0.088 1.344 -0.881  0.00
O: 0.133 0.767 0.395  0.00
C: -0.590 2.601 -1.071  0.00
C: -0.463 3.193 -2.334  0.00
C: 0.183 2.515 -3.411  0.00
C: 0.182 3.151 -4.691  0.00
C: 0.850 2.560 -5.795  0.00
C: 1.396 1.340 -5.564  0.00
C: 1.319 0.636 -4.373  0.00
C: 0.773 1.265 -3.240  0.00
H: -0.914 -4.836 0.888  0.00
H: -1.238 -5.503 -0.767  0.00
H: -2.271 -4.275 0.024  0.00
H: 0.716 -5.883 -0.642  0.00
H: 3.219 -6.187 -1.003  0.00
H: 4.543 -4.243 -1.431  0.00
H: 3.625 -1.974 -1.351  0.00
H: -1.067 3.002 -0.160  0.00
H: -0.699 4.223 -2.485  0.00
H: -0.491 4.049 -4.685  0.00
H: 0.841 2.980 -6.778  0.00
H: 1.848 0.867 -6.400  0.00
H: 1.824 -0.299 -4.223  0.00
O: -2.886 -1.830 -4.010  0.00
C: -2.675 -1.704 -2.708  0.00
O: -1.851 -0.953 -2.236  0.00
C: -3.498 -2.707 -1.868  0.00
O: -3.409 -2.375 -0.496  0.00
C: -4.558 -1.516 -0.174  0.00
C: -4.132 -0.517 0.928  0.00
O: -4.892 -0.254 1.792  0.00
O: -2.864 -0.198 0.848  -0.01
H: -2.305 -1.150 -4.430  0.00
H: -3.080 -3.669 -2.117  0.00
H: -4.506 -2.669 -2.202  0.00
H: -5.356 -2.135 0.225  0.00
H: -4.887 -1.034 -1.101  0.00
C: 3.499 1.836 -0.794  0.00
C: 4.512 1.808 0.359  0.00
C: 3.857 2.175 1.671  0.00
C: 2.721 1.302 2.233  0.00
Ge: 0.882 1.804 1.856  0.00
C: -0.439 1.993 3.256  0.00
C: -0.701 3.511 3.551  0.00
C: -2.175 3.756 3.905  0.00
C: -3.048 3.782 2.646  0.00
H: 3.896 1.551 -1.750  0.00
H: 3.150 2.867 -0.925  0.00
H: 2.668 1.192 -0.522  0.00
H: 5.299 2.570 0.132  0.00
H: 5.039 0.811 0.441  0.00
H: 3.465 3.172 1.614  0.00
H: 4.620 2.291 2.439  0.00
H: 2.662 1.479 3.300  0.00
H: 2.936 0.237 2.240  0.00
H: 0.910 3.130 1.115  0.00
H: -0.168 1.359 4.098  0.00
H: -1.387 1.565 2.816  0.00
H: -0.347 4.160 2.775  0.00
H: -0.119 3.739 4.428  0.00
H: -2.177 4.760 4.373  0.00
H: -2.398 3.107 4.717  0.00
H: -2.670 4.568 2.049  0.00
H: -4.091 3.971 2.930  0.00
H: -3.124 2.846 2.072  0.00
C: -0.802 -1.648 4.776  0.00
S: -0.080 -2.197 3.229  0.00
O: 0.389 -1.025 2.421  0.00
O: 0.993 -3.085 3.551  0.00
O: -1.234 -2.820 2.527  0.00
H: 0.026 -1.416 5.433  0.00
H: -1.280 -2.501 5.137  0.00
H: -1.473 -0.777 4.654  0.00

Values from the calculation:
multiplicity: 4
charge: +1
E_LUMO (spin up / spin down): -4.012 / -4.004 eV
expectation value of S²: 3.752
electronic energy: -5065.5219 Ha
orbital gap (spin up / spin down): 6.7 / 6.7 eV